{
  "formula": "C57H61FMgN8O4P2",
  "method": "ωB97M-V with the def2-TZVPD basis set",
  "mol_weight_g_mol": 1027.42,
  "e_homo_ha": -0.2817,
  "charge": 0,
  "de_lowest_ev": 0.994,
  "fmax_ev_per_a": 1.07,
  "total_energy_ha": -3930.50560,
  "symbols": ["C", "C", "O", "H", "H", "H", "H", "H", "H", "N", "C", "H", "O", "C", "C", "C", "C", "H", "H", "H", "C", "H", "H", "P", "C", "C", "H", "H", "C", "N", "H", "C", "C", "C", "C", "H", "H", "Mg", "H", "H", "N", "H", "C", "H", "C", "C", "C", "H", "C", "C", "H", "N", "N", "H", "C", "F", "H", "H", "H", "H", "C", "C", "C", "H", "H", "C", "C", "H", "H", "C", "C", "H", "C", "H", "H", "C", "H", "H", "H", "C", "C", "C", "C", "O", "H", "O", "P", "H", "C", "C", "H", "H", "H", "H", "C", "H", "C", "C", "C", "H", "C", "C", "C", "C", "H", "C", "N", "C", "C", "C", "H", "N", "H", "C", "C", "N", "C", "H", "C", "H", "H", "H", "H", "C", "C", "H", "H", "H", "H", "H", "C", "H", "C", "H"],
  "coordinates": [[-0.079803, 0.613493, 6.032955], [0.335817, -2.554006, 2.823513], [-1.097976, 3.854245, -2.717628], [-5.362756, 6.182030, -0.008697], [-3.429532, 0.741551, -3.970898], [-4.160848, 0.220211, 0.474535], [1.165210, -9.228372, 0.903809], [1.942670, -1.317074, 7.934062], [-3.457906, 0.845920, -1.010063], [0.937414, -5.849346, 1.139158], [1.600133, -0.744334, 7.081559], [4.333931, -0.429957, -0.818834], [-0.301421, -3.003453, 3.774419], [1.057772, -7.479653, 3.010220], [-5.190114, 0.759527, -5.176319], [-0.268834, 3.187173, 0.808783], [6.161300, -0.322789, 0.278648], [-2.036612, -1.872211, -1.807260], [-5.195672, -0.320565, -5.269882], [3.079023, 2.289233, -1.134451], [2.270551, -3.839317, -1.655875], [2.062767, -7.100241, 3.200565], [2.494801, -2.801608, -1.858075], [-1.027167, 0.434551, 1.013632], [-4.357708, 5.816288, 0.161775], [0.376027, -0.092950, 7.136683], [-8.019708, 1.555624, -6.923897], [0.344867, 1.152674, 3.989103], [0.827733, -3.529742, 1.762858], [-0.496752, 4.475584, 0.801659], [-4.924085, 3.743941, 0.118309], [-1.764816, 3.155309, -3.455528], [0.363653, 1.369155, -2.460550], [1.923707, 0.030053, 4.831151], [-4.128383, 4.470059, 0.232639], [-3.336717, 4.362904, -3.335135], [-1.753204, 1.356217, 3.156524], [1.842704, -0.259908, 1.565230], [6.776329, -0.398021, -0.611987], [-2.969392, -2.655360, 0.185946], [-3.089233, 3.449809, -3.684374], [-0.080519, 2.034625, -1.737705], [3.936453, -0.309060, 1.286726], [2.370354, 3.247701, 3.439132], [2.418023, 5.293734, 0.392299], [2.485778, -4.819708, -2.580060], [-2.424697, -1.923626, 0.788677], [7.850480, -0.148680, 1.599696], [0.676499, -7.246578, 1.547929], [4.027005, 3.510169, 1.116354], [0.110312, -5.117379, 2.907189], [-2.588065, 2.666021, 0.538111], [1.349290, 0.593695, -2.039193], [-1.186290, 6.983900, 0.609819], [1.448076, -5.519685, -0.109672], [3.002393, -4.506886, -3.785311], [2.046199, -0.968926, -4.924358], [4.218944, 2.434178, 1.171457], [2.299059, -6.895449, -3.093753], [-0.394679, -7.439680, 1.423820], [1.440708, -3.092661, 0.539809], [1.634772, -6.501832, -1.102151], [-7.276471, 0.834297, -6.587912], [-1.465797, -2.365535, 1.063837], [3.319380, -1.210627, 5.873351], [2.860616, 3.353190, -1.067084], [1.539750, -0.299762, -4.242467], [-7.004709, 3.481854, -5.960057], [-3.511097, 7.797247, 0.250197], [-2.216434, -0.646905, -0.033759], [-3.570660, -0.047636, -0.401276], [0.134518, 0.429819, -5.699148], [1.735760, -4.178913, -0.408713], [4.027314, 3.914458, 2.129908], [0.621130, 3.029646, 3.516878], [0.688078, 0.662797, 4.886314], [3.273889, 5.804341, -0.060433], [2.738314, -0.833078, -2.531631], [-6.835597, 0.366449, -7.470017], [2.706783, 3.793614, 0.386448], [4.775198, -0.356403, 0.172658], [2.156472, -6.146345, -2.325254], [-1.356107, 2.243206, 0.675078], [1.682643, -1.916799, 0.226471], [-0.474369, -1.370030, -1.129259], [0.597668, -1.331790, 2.591526], [1.462071, 2.636481, 1.254341], [0.157778, -8.033883, -1.032646], [1.222736, -7.915641, -0.806842], [-5.172792, 3.494628, -4.869410], [1.048322, -8.550068, 3.213576], [3.679416, 3.907975, -1.534194], [1.265522, 4.511695, 2.810542], [-4.138937, -0.788828, -0.974603], [-1.984824, 0.450482, 2.596235], [-1.042808, 1.108232, 6.060492], [5.985502, -0.123529, 2.655994], [-6.210161, 1.500662, -5.761927], [0.484191, 0.484852, -4.674282], [-3.056748, 0.441213, 2.403827], [-4.163909, 1.362231, -4.465238], [4.591885, -0.176655, 2.523386], [-1.755773, 4.915148, 0.584528], [0.604641, -4.849953, 1.983965], [-1.469802, -0.218802, -2.028644], [-4.116255, 2.751963, -4.346607], [2.647075, 0.130034, 3.620555], [2.377061, -0.685137, 5.938651], [-6.199562, 2.876389, -5.561273], [-3.297504, 6.737679, 0.307385], [2.528159, -8.102726, 0.891525], [-1.253951, 2.078002, -4.142231], [-7.785737, 0.052314, -6.022605], [6.771454, -0.194298, 1.523731], [1.934050, -0.215733, -2.916056], [3.859328, -0.159805, 3.717324], [-0.124330, 1.343881, -3.768847], [4.854251, 3.971468, 0.571804], [-2.816976, 3.994779, 0.450325], [1.534183, 5.517146, -0.196021], [-0.231839, -0.154023, 8.030201], [-2.995696, -1.749350, 1.699809], [1.951185, 3.561218, -1.632925], [1.463161, -8.207478, 0.666173], [-2.019740, 6.300004, 0.513097], [6.420023, 0.006489, 3.640768], [0.370081, -7.005536, 3.707274], [1.772532, -8.609511, -1.442635], [-5.181490, 4.570660, -4.735913], [-1.721501, 1.808664, -4.991592], [-1.499676, -1.048557, -1.326378], [2.280375, 5.701048, 1.393411], [1.432299, 3.442507, 2.920291], [-1.691408, -0.415945, 3.188906]],
  "atomic_forces_ev_per_a": [[-0.1, 0.0, 0.0], [-0.1, -0.4, 0.0], [0.0, -0.1, 0.2], [0.0, 0.0, 0.0], [0.1, 0.0, 0.0], [0.0, 0.0, 0.0], [0.0, 0.0, 0.1], [0.0, 0.0, 0.0], [0.0, 0.1, -0.1], [-0.2, 0.2, 0.2], [0.0, 0.0, 0.0], [0.0, 0.0, 0.0], [0.1, 0.1, -0.1], [-0.1, 0.1, -0.1], [0.0, 0.0, 0.0], [0.0, 0.0, 0.0], [0.0, 0.0, -0.1], [0.0, 0.0, 0.0], [0.0, 0.0, 0.0], [0.0, -0.1, -0.1], [0.1, 0.0, -0.1], [0.0, 0.0, 0.0], [0.0, -0.1, 0.0], [-0.7, 0.1, -0.1], [-0.1, -0.2, 0.0], [0.0, 0.0, 0.0], [0.0, 0.0, 0.0], [-0.1, 0.0, 0.0], [0.0, 0.5, 0.1], [0.2, 0.0, -0.1], [0.0, 0.0, 0.0], [0.1, 0.2, 0.0], [0.0, 0.0, -0.1], [-0.3, 0.1, 0.8], [-0.1, 0.1, 0.0], [0.1, 0.0, 0.1], [0.0, 0.0, 0.0], [-0.5, -0.1, -0.7], [0.0, 0.0, 0.0], [0.0, 0.0, 0.0], [-0.1, 0.1, 0.0], [-0.1, 0.1, 0.1], [0.2, 0.4, 0.2], [0.0, 0.0, 0.0], [0.0, -0.1, 0.1], [-0.1, 0.1, 0.1], [0.1, 0.0, 0.1], [0.0, 0.0, 0.0], [0.1, -0.3, 0.2], [-0.1, -0.2, 0.1], [0.1, 0.0, 0.0], [0.0, -0.3, -0.2], [0.1, 0.1, 0.0], [0.0, 0.0, 0.0], [0.1, 0.2, -0.2], [0.0, 0.0, 0.0], [0.0, 0.0, 0.0], [0.1, 0.0, 0.0], [0.0, 0.0, 0.0], [0.0, 0.0, -0.1], [-0.1, -0.3, 0.1], [0.0, -0.1, 0.0], [0.0, 0.0, 0.1], [-0.1, -0.1, 0.0], [0.0, 0.0, 0.0], [-0.1, -0.1, 0.0], [0.0, 0.0, 0.1], [0.0, 0.0, 0.0], [0.0, 0.0, 0.0], [0.2, 0.1, -0.2], [0.0, 0.0, 0.1], [0.0, 0.0, 0.0], [0.0, 0.0, 0.0], [0.0, 0.0, 0.0], [0.0, 0.1, 0.0], [0.2, -0.2, -0.2], [0.0, 0.0, 0.0], [0.0, 0.1, 0.0], [0.0, 0.0, 0.0], [0.0, -0.2, -0.1], [0.0, -0.1, 0.0], [0.0, 0.0, 0.1], [0.0, 0.0, -0.1], [0.0, 0.0, -0.3], [0.0, 0.0, -0.1], [-0.2, -0.3, 0.6], [0.2, 0.6, 0.2], [0.0, -0.1, 0.0], [0.1, 0.1, 0.1], [0.1, 0.0, 0.0], [0.0, 0.0, 0.0], [0.0, 0.0, 0.0], [0.0, 0.0, 0.0], [0.0, 0.0, 0.0], [0.2, -0.1, 0.1], [0.0, 0.0, 0.0], [-0.3, 0.1, 0.2], [0.0, 0.0, 0.0], [0.0, 0.1, 0.0], [0.0, 0.1, 0.0], [0.0, 0.0, 0.1], [0.4, -0.2, -1.0], [-0.2, -0.2, 0.0], [0.1, -0.2, -0.1], [0.0, 0.0, -0.1], [-0.1, -0.1, -0.1], [0.7, -0.3, -0.2], [0.1, 0.0, -0.2], [0.0, 0.0, 0.0], [0.1, 0.0, 0.0], [0.0, 0.0, 0.0], [-0.2, 0.0, -0.2], [0.0, 0.0, 0.0], [0.1, 0.0, -0.1], [0.0, -0.1, 0.0], [-0.4, 0.4, 0.7], [0.2, 0.0, 0.1], [0.0, 0.0, 0.0], [0.2, 0.2, -0.1], [-0.1, 0.1, 0.0], [0.0, 0.0, 0.0], [0.0, 0.0, 0.0], [0.0, 0.0, -0.1], [-0.1, 0.1, -0.2], [0.0, 0.2, 0.0], [0.0, -0.1, 0.0], [0.0, 0.0, 0.0], [0.0, 0.0, 0.0], [0.0, 0.0, 0.0], [-0.1, -0.1, 0.0], [0.1, 0.0, 0.1], [0.0, 0.0, 0.0], [0.0, -0.2, -0.1], [0.0, 0.0, 0.0]],
  "mulliken_charge": [-0.84, -0.18, -0.69, 0.42, 0.46, 0.26, 0.41, 0.38, 0.20, 0.38, -0.72, 0.31, -0.87, -1.60, -0.85, -0.61, -0.84, 0.73, 0.41, 0.04, -0.84, 0.39, 0.80, 1.30, -0.61, -0.53, 0.34, -0.37, -0.81, -0.10, 0.51, 0.15, -0.27, -0.66, -0.41, 0.29, 0.52, 3.94, 0.42, 0.61, 0.11, 0.23, -1.10, 0.41, -1.83, -0.04, -2.40, 0.37, 0.34, -1.94, 0.69, -0.22, 0.70, 0.49, -1.04, -0.37, 0.52, 0.40, 0.52, 0.13, 1.06, 0.89, -1.40, 0.54, 0.46, -1.78, -1.17, 0.31, 0.41, 2.30, -1.94, 0.44, 1.06, 0.33, 0.46, 1.31, 0.51, 0.24, 0.31, 2.13, -0.03, -0.89, -0.37, -0.81, -0.50, 0.82, 0.97, 0.34, -1.14, -0.80, 0.43, 0.63, 0.45, 0.47, -1.96, 0.41, -0.36, 0.81, -0.81, 0.59, 0.15, 0.54, 0.03, -0.56, -0.17, 0.25, 0.83, -0.64, -0.79, -0.55, 0.34, 0.00, 0.33, -0.66, -0.51, -1.09, 0.25, 0.51, -0.12, 0.31, 0.38, 0.33, 0.32, -1.01, -0.57, 0.46, 0.49, 0.45, 0.41, 0.38, -0.96, 0.31, -1.87, 0.22]
}